1.
The molecule C4H8O3. Source: OMol25; level of theory: the ωB97M-V functional and the def2-TZVPD basis.

* charge: 0
* max |F|: 6.168 eV/Å
* frontier orbital gap: 10.261 eV
* LUMO energy: 0.51 eV
* SMILES string: OC1COCOC1
* energy relative to the best compared isomer or geometry (same formula, charge and spin): 6.5530 eV
* HOMO: -9.75 eV

Each line ends with the natural charge from an NBO analysis.
Atoms and positions in Å:
O: -0.094 2.121 -0.215  -0.72
C: 0.562 0.782 -0.577  0.05
C: -0.351 -0.098 -1.380  -0.14
O: -0.234 -1.375 -0.623  -0.57
C: -0.869 -1.345 0.770  0.22
O: -0.590 -0.112 1.453  -0.53
C: 0.669 0.189 0.929  -0.07
H: 1.009 2.421 -0.409  0.46
H: 1.590 1.371 -1.001  0.16
H: -1.384 -0.014 -1.286  0.21
H: -0.324 -0.432 -2.418  0.23
H: -1.892 -1.408 0.654  0.16
H: -0.504 -2.168 1.427  0.17
H: 1.391 -0.919 1.088  0.16
H: 1.021 0.985 1.589  0.21


2.
A structure of composition C32H36F4N4O3PSSe2Ta. Source: OMol25; level of theory: the ωB97M-V functional and the def2-TZVPD basis.

* charge: +2
* max |F|: 3.521 eV/Å
* frontier orbital gap: 7.603 eV
* LUMO energy: -6.30 eV
* energy relative to the best compared isomer or geometry (same formula, charge and spin): 0.0000 eV
* HOMO: -13.91 eV

Each line ends with the Löwdin charge.
Atoms and positions in Å:
Ta: 4.416 -3.518 20.044  1.46
C: 3.345 -6.468 18.423  -0.17
N: 3.922 -5.134 18.334  -0.40
C: 3.201 -4.496 17.216  -0.08
C: 5.347 -5.426 17.944  -0.18
C: 6.017 -4.117 17.509  -0.17
N: 5.635 -3.097 18.486  -0.20
C: 6.212 -1.874 17.999  -0.17
C: 5.594 -1.088 16.996  -0.17
F: 4.396 -1.423 16.504  0.10
C: 6.235 0.025 16.550  -0.21
F: 5.596 0.683 15.600  0.13
C: 7.504 0.441 16.997  0.12
C: 8.114 -0.317 17.970  -0.18
F: 9.267 0.074 18.550  0.12
C: 7.474 -1.469 18.450  -0.16
F: 8.159 -2.098 19.410  0.06
H: 3.075 -6.938 17.455  0.13
H: 2.403 -6.408 18.970  0.09
H: 4.085 -7.075 18.910  0.04
H: 3.594 -4.805 16.279  0.10
H: 3.249 -3.394 17.199  0.08
H: 2.120 -4.720 17.267  0.11
H: 5.290 -6.182 17.143  0.15
H: 5.883 -5.807 18.826  0.11
H: 5.620 -3.786 16.563  0.12
H: 7.120 -4.245 17.463  0.16
H: 8.011 1.308 16.636  0.14
Se: 4.101 -5.797 21.242  0.53
P: 5.650 -5.238 22.669  0.31
Se: 6.553 -3.509 21.693  0.51
C: 5.033 -4.895 24.368  -0.37
C: 5.010 -5.817 25.394  -0.06
C: 4.405 -5.490 26.638  -0.05
C: 3.992 -4.192 26.896  -0.04
C: 4.085 -3.248 25.841  -0.04
C: 4.466 -3.651 24.577  -0.13
C: 6.926 -6.459 22.805  -0.44
C: 6.794 -7.798 22.516  -0.10
C: 7.786 -8.683 22.914  -0.07
C: 8.902 -8.244 23.542  -0.06
C: 9.069 -6.882 23.822  -0.04
C: 8.056 -5.957 23.525  -0.09
H: 5.501 -6.801 25.339  0.12
H: 4.339 -6.297 27.378  0.12
H: 3.696 -3.924 27.913  0.12
H: 3.898 -2.217 26.023  0.10
H: 4.381 -2.947 23.786  0.05
H: 5.941 -8.227 21.931  0.11
H: 7.682 -9.720 22.563  0.13
H: 9.733 -8.878 23.758  0.11
H: 10.009 -6.498 24.282  0.13
H: 8.217 -4.919 23.728  0.09
O: 3.414 -2.744 21.828  -0.34
N: 2.136 -2.766 21.861  0.06
N: 1.554 -3.025 20.769  -0.13
O: 2.417 -3.336 19.757  -0.26
C: 0.164 -3.218 20.607  -0.19
C: -0.351 -3.363 19.320  0.00
C: -1.742 -3.484 19.185  -0.05
C: -2.565 -3.442 20.309  -0.01
C: -1.953 -3.368 21.607  -0.03
C: -0.595 -3.347 21.753  -0.02
H: 0.179 -3.257 18.384  0.11
H: -2.160 -3.561 18.180  0.12
H: -3.621 -3.455 20.196  0.11
H: -2.531 -3.499 22.515  0.12
H: -0.144 -3.427 22.721  0.12
C: 2.225 0.036 18.490  -0.09
C: 2.470 0.195 20.026  -0.33
S: 4.246 0.027 20.277  1.07
O: 4.623 -1.441 19.980  -0.68
C: 4.424 0.322 22.020  -0.39
C: 5.875 0.412 22.438  -0.11
H: 1.167 -0.210 18.379  0.09
H: 2.791 -0.801 18.174  0.02
H: 2.560 0.927 17.951  0.10
H: 1.998 -0.602 20.653  0.09
H: 2.269 1.212 20.381  0.11
H: 3.969 -0.584 22.472  0.09
H: 3.809 1.157 22.287  0.10
H: 6.286 -0.571 22.225  0.03
H: 5.940 0.614 23.536  0.11
H: 6.351 1.265 21.931  0.09


Question: Which formula does entry 1 have?
Answer: C4H8O3


Question: Which formula does entry 2 have?
Answer: C32H36F4N4O3PSSe2Ta


Question: Which of these has the highest charge?
Answer: C32H36F4N4O3PSSe2Ta


Question: Among the records above, which one has the lowest energy relative to the best compared isomer or geometry (same formula, charge and spin)?
Answer: C32H36F4N4O3PSSe2Ta